Record 1
Molecular formula: C28H59Cl2N6O8
Method: DFT, ωB97M-V with the def2-TZVPD basis set

Each line ends with the Mulliken charge.
Atoms and positions in Å:
C  -3.4215  -8.1717  -0.1859  -0.74
C  -3.1209  -7.2459  -1.4891  0.35
O  -2.6540  -7.7530  -2.5342  -0.45
N  -3.4960  -5.7908  -1.3295  0.32
C  -2.7177  -4.9114  -2.2396  0.60
C  -3.3059  -3.7399  -3.1539  -0.91
O  -1.4575  -5.0753  -2.2643  -0.55
N  -4.8582  -5.7519  -1.5754  0.24
C  -5.5947  -6.4373  -2.6366  -0.34
N  -7.0224  -6.2098  -2.5723  -0.07
C  -7.2800  -5.3293  -1.4102  -0.63
C  -5.8751  -5.0595  -0.7933  0.09
C  -5.7579  -4.1597  0.5235  -0.25
Cl  -4.8572  -2.6141  0.0774  -0.11
C  -4.9517  -4.8489  1.7456  0.11
C  -5.4084  -4.0652  3.1041  -1.03
Cl  -3.1302  -4.4911  1.5599  -0.12
H  -2.6353  -8.9822  -0.0288  0.39
H  -3.5294  -7.4546  0.7189  0.12
H  -4.4862  -8.6029  -0.3567  0.23
H  -3.9620  -2.9794  -2.5722  0.22
H  -2.4081  -3.1159  -3.5376  0.31
H  -3.8632  -4.0945  -4.0895  0.29
H  -5.0969  -7.0984  -3.4226  0.46
H  -7.7596  -6.6000  -3.1903  0.28
H  -8.3051  -4.9696  -1.0450  0.37
H  -6.8431  -3.9527  0.8719  0.60
H  -5.1615  -5.9646  1.8873  0.37
H  -4.5962  -3.3532  3.4941  0.26
H  -5.7125  -4.7918  3.9407  0.30
H  -6.3446  -3.4095  2.8988  0.30
C  -0.0287  -1.7107  2.9201  -0.46
O  0.7621  -2.5668  2.1114  -0.39
C  0.0497  -3.1489  1.0176  -0.36
C  0.4696  -2.5195  -0.3148  -0.15
N  -0.0149  -1.1437  -0.4347  -0.09
C  0.6212  -0.3660  -1.5033  -0.41
C  2.1523  -0.2129  -1.4870  -0.83
O  2.6550  0.6093  -0.4387  -0.29
C  2.7277  -0.0266  0.8280  -0.38
H  0.5224  -1.5142  3.8423  0.26
H  -0.2080  -0.7525  2.4263  0.13
H  -0.9848  -2.1753  3.1820  0.25
H  -1.0344  -3.1024  1.1618  -0.16
H  0.3335  -4.2059  0.9969  0.56
H  0.0646  -3.1159  -1.1385  0.38
H  1.5607  -2.5677  -0.3635  0.15
H  0.1368  -0.6579  0.4422  -0.05
H  0.1860  0.6380  -1.4534  -0.06
H  0.3181  -0.7904  -2.4672  0.48
H  2.4300  0.2988  -2.4147  0.44
H  2.6784  -1.1728  -1.5136  0.45
H  3.0020  -1.0813  0.7496  0.33
H  1.7810  0.0918  1.3569  -0.09
H  3.4906  0.4814  1.4234  0.32
C  6.2209  3.2931  2.0460  -0.71
O  6.0642  2.5523  0.8468  -0.39
C  4.9095  2.9211  0.0850  -0.55
C  5.3050  3.7006  -1.1733  -0.27
N  5.7974  5.0385  -0.8438  -0.34
C  6.5079  5.7113  -1.9360  -0.72
C  7.7331  5.0140  -2.5528  -0.44
O  8.8730  4.9538  -1.7018  -0.44
C  8.8229  3.9374  -0.7137  -0.48
H  6.9692  2.7868  2.6597  0.26
H  6.5823  4.3043  1.8432  0.32
H  5.2858  3.3425  2.6129  0.30
H  4.1765  3.4688  0.6863  0.54
H  4.4405  1.9844  -0.2305  0.09
H  4.4340  3.7903  -1.8301  0.46
H  6.0644  3.1093  -1.6927  0.12
H  6.4243  4.9778  -0.0499  0.10
H  6.8397  6.6764  -1.5383  0.37
H  5.7881  5.9322  -2.7322  0.38
H  8.0443  5.6195  -3.4108  0.36
H  7.5010  4.0247  -2.9613  0.33
H  8.3344  3.0291  -1.0751  0.27
H  8.3294  4.3140  0.1830  0.12
H  9.8478  3.6851  -0.4312  0.33
C  -2.6842  6.6416  0.5593  -0.70
O  -3.2714  5.3543  0.4510  -0.33
C  -2.8330  4.6131  -0.6903  -0.88
C  -1.8935  3.4735  -0.2817  -0.03
N  -0.5986  3.9816  0.1705  -0.27
C  0.2199  3.0024  0.8921  -0.40
C  -0.3718  2.3383  2.1478  -0.36
O  -0.5169  3.2058  3.2668  -0.48
C  -1.6498  4.0582  3.2144  -0.54
H  -3.2490  7.2080  1.3029  0.23
H  -1.6487  6.5776  0.9024  0.30
H  -2.7251  7.1831  -0.3907  0.33
H  -2.3800  5.2573  -1.4503  0.41
H  -3.7321  4.1697  -1.1297  0.40
H  -1.7392  2.8090  -1.1380  0.31
H  -2.3996  2.9053  0.5041  0.15
H  -0.7461  4.7789  0.7786  0.11
H  1.1339  3.5265  1.1913  0.31
H  0.5252  2.2204  0.1877  0.04
H  0.3422  1.5712  2.4674  0.35
H  -1.3070  1.8033  1.9477  0.26
H  -2.5148  3.5733  2.7550  0.26
H  -1.3975  4.9809  2.6908  0.15
H  -1.9164  4.3351  4.2371  0.34

Charge = +1
Energy = -80342.0845 eV
F_max = 7.1 eV Å⁻¹


Record 2
Molecular formula: C28H59FN3O9P2ScSi6Te
Method: DFT, ωB97M-V with the def2-TZVPD basis set

Each line ends with the Mulliken charge.
Atoms and positions in Å:
Sc  0.5626  -0.0455  1.8356  0.65
C  6.4338  -1.6297  0.2871  -1.30
Si  4.5702  -1.6158  0.5636  0.46
C  4.2472  -2.7034  2.0625  -1.00
C  3.8387  -2.5484  -0.8764  -0.59
C  3.8513  0.0451  0.7324  0.82
C  3.5012  0.4637  2.0226  0.40
C  4.3659  0.1703  3.1441  -0.63
C  4.1899  0.7641  4.3472  -0.83
C  3.1159  1.6679  4.5364  -1.07
C  2.2536  1.8346  3.5027  -0.12
N  2.3769  1.2464  2.2724  0.69
Si  3.3591  0.9670  -0.7478  0.02
C  3.2366  2.8105  -0.4324  -0.82
C  1.8407  0.4589  -1.7257  0.04
C  4.7492  0.8216  -2.0249  -1.26
H  6.8092  -2.6638  0.2220  0.31
H  6.9638  -1.1196  1.1070  0.27
H  6.6872  -1.1097  -0.6507  0.28
H  4.0690  -3.7352  1.7305  0.44
H  3.3456  -2.3642  2.5945  0.09
H  5.0830  -2.7069  2.7747  0.29
H  4.2194  -3.5798  -0.8962  0.50
H  4.0526  -2.0869  -1.8504  0.19
H  2.7491  -2.5784  -0.7392  -0.29
H  5.2153  -0.4826  2.9719  0.24
H  4.8911  0.5741  5.1509  0.38
H  2.9417  2.1752  5.4751  0.45
H  1.3881  2.4672  3.6362  0.12
H  2.6237  3.0275  0.4521  0.01
H  2.7781  3.3110  -1.2974  0.25
H  4.2366  3.2381  -0.2681  0.35
H  0.9338  0.3569  -1.1229  -0.41
H  2.0076  -0.5229  -2.1944  0.06
H  1.6491  1.2005  -2.5118  0.43
H  5.7082  1.1778  -1.6171  0.25
H  4.4979  1.4300  -2.9098  0.33
H  4.8905  -0.2145  -2.3647  0.32
O  0.1979  -2.3887  5.5787  -0.65
P  -0.1844  -1.4458  4.3399  0.17
O  -1.2408  -2.0834  3.5312  -0.78
O  1.0828  -1.0028  3.6292  0.30
O  -0.7920  -0.1257  5.0870  -0.32
P  -1.6120  0.9441  4.1446  0.48
O  -2.9562  0.1797  3.8180  -0.56
O  -1.9291  2.1653  4.9096  -0.94
O  -0.6830  1.0930  2.9083  0.25
H  0.9034  -1.9732  6.1044  0.30
H  -2.7726  -0.7507  3.5383  0.37
C  -4.6377  -0.7883  -4.2876  -1.06
Si  -4.0441  -0.2733  -2.5877  0.16
C  -3.4860  1.5062  -2.7270  -0.76
C  -5.5484  -0.2639  -1.4697  -1.01
Si  -2.3774  -1.5076  -1.5695  0.55
Te  -1.9217  -0.3165  0.5240  -0.37
Si  -1.0102  -2.0472  -3.3369  0.52
C  -1.9395  -3.1755  -4.5210  -1.12
C  -0.5452  -0.5501  -4.3617  -0.78
C  0.5617  -2.9487  -2.9199  -0.08
Si  -3.3623  -3.5492  -1.0639  0.37
C  -2.0926  -4.9173  -0.9689  -1.12
C  -4.6640  -4.1123  -2.2944  -0.95
C  -4.1752  -3.4529  0.6113  -0.78
H  -5.4600  -0.1290  -4.5941  0.38
H  -5.0031  -1.8290  -4.2908  0.26
H  -3.8333  -0.7193  -5.0379  0.28
H  -4.2960  2.1542  -3.0892  0.46
H  -2.6212  1.6071  -3.4039  0.19
H  -3.1697  1.8538  -1.7323  -0.02
H  -6.2827  0.4896  -1.7858  0.38
H  -5.2258  -0.0336  -0.4419  0.21
H  -6.0411  -1.2502  -1.4486  0.22
H  -2.9685  -2.8262  -4.7128  0.20
H  -2.0077  -4.2003  -4.1220  0.26
H  -1.4002  -3.2067  -5.4774  0.41
H  -1.4469  -0.0144  -4.7047  0.23
H  0.0315  -0.8610  -5.2441  0.42
H  0.0601  0.1580  -3.7772  0.01
H  0.3456  -3.9179  -2.4461  0.35
H  1.1753  -2.3801  -2.2123  -0.76
H  1.1496  -3.1255  -3.8307  0.38
H  -1.5781  -5.0610  -1.9309  0.25
H  -2.5650  -5.8652  -0.6814  0.38
H  -1.3275  -4.6642  -0.2188  0.26
H  -4.2172  -4.2993  -3.2846  0.28
H  -5.4467  -3.3464  -2.4257  0.18
H  -5.1395  -5.0386  -1.9448  0.39
H  -3.4319  -3.1274  1.3543  0.05
H  -4.5873  -4.4249  0.9190  0.35
H  -4.9820  -2.7026  0.6184  0.25
O  -0.6671  4.6457  4.2177  -0.52
C  -1.6483  5.2728  3.4361  -0.60
N  -1.0714  6.4062  2.7980  -0.08
C  -0.4475  6.4150  1.5973  -0.03
O  0.1034  7.4196  1.1676  -0.69
C  -0.4825  5.1472  0.7834  -0.01
C  -0.8112  5.2546  -0.5562  -0.68
C  -0.8608  4.1157  -1.3283  -1.35
C  -0.5667  2.9010  -0.7346  -0.34
N  -0.1939  2.7709  0.5368  0.94
C  -0.1450  3.8834  1.2866  -0.58
H  -0.9700  3.7457  4.3537  0.35
H  -2.4861  5.6189  4.0369  0.35
H  -2.0451  4.6017  2.6791  0.49
H  -0.8613  7.2085  3.3697  0.26
H  -1.0408  6.2295  -0.9672  0.46
H  -1.1301  4.1558  -2.3771  0.45
H  -0.6493  1.9744  -1.2959  0.63
H  0.1503  3.7644  2.3260  0.83
F  1.0874  -1.4867  0.8093  -0.66

Charge = -2
Energy = -149467.7193 eV
F_max = 2.4 eV Å⁻¹